DFT (the ωB97M-V functional and the def2-TZVPD basis) results for C3H2F4O as an isolated structure.

Computed properties:
* lowest unoccupied orbital energy: -0.129 eV
* orbital gap: 11.05 eV
* largest force on an atom: 0.1127 Eh/bohr

Each line ends with the Löwdin charge.
Cartesian coordinates (Å):
1 F -1.5625 -0.7750 1.7298  -0.111
2 F 1.6391 0.9153 0.9152  0.152
3 F 0.6531 -2.4131 0.8076  0.108
4 F 1.0242 -0.1993 2.6195  0.186
5 O -1.0242 0.6206 -0.2576  0.112
6 C 0.7476 -1.1651 0.3588  -0.140
7 C 0.8433 -0.0710 1.3194  -0.448
8 C -0.4211 -0.3074 0.5649  -0.169
9 H -1.5119 1.1233 0.4360  0.147
10 H 1.0950 -1.1366 -0.6173  0.163

---

DFT (the ωB97M-V functional and the def2-TZVPD basis) results for C7H10 in the gas phase.

Computed properties:
* lowest unoccupied orbital energy: 1.083 eV
* orbital gap: 10.49 eV
* largest force on an atom: 0.0046 Eh/bohr

Each line ends with the Löwdin charge.
Cartesian coordinates (Å):
1 C 1.3937 1.5596 0.4749  0.012
2 C 0.7657 -1.1974 1.2921  -0.086
3 C 0.1311 1.1487 0.5229  -0.169
4 C -1.1744 -0.4024 -1.4011  -0.114
5 C -0.3553 -0.2220 0.9274  -0.385
6 C -1.2239 -0.8252 -0.1657  -0.091
7 C -1.0515 0.0920 -2.6029  0.008
8 H -1.6842 0.9058 -2.9475  0.059
9 H -0.6596 1.8401 0.2293  0.108
10 H 1.3696 -0.8168 2.1227  0.079
11 H 2.2284 0.9134 0.7348  0.052
12 H 1.6406 2.5719 0.1666  0.054
13 H -0.9954 -0.0903 1.8134  0.138
14 H -1.8638 -1.6659 0.1032  0.112
15 H -0.2939 -0.2838 -3.2857  0.059
16 H 1.4215 -1.3603 0.4297  0.086
17 H 0.3514 -2.1676 1.5859  0.077

---

DFT (the ωB97M-V functional and the def2-TZVPD basis) results for C3H3FN2O2 in the gas phase.

Computed properties:
* lowest unoccupied orbital energy: 0.410 eV
* orbital gap: 9.95 eV
* largest force on an atom: 0.0455 Eh/bohr

Each line ends with the Löwdin charge.
Cartesian coordinates (Å):
1 F 2.7308 0.5314 0.0259  0.099
2 O 0.0629 2.0725 -0.0469  0.106
3 O -0.2208 -1.4001 -0.0328  -0.003
4 N -0.7428 -0.1230 -0.3791  -0.110
5 N -1.9764 0.1519 0.1680  0.091
6 C 1.1356 -1.2570 0.0048  0.016
7 C 0.3156 0.8983 -0.1396  -0.344
8 C 1.4993 0.0557 -0.1020  -0.198
9 H -1.9630 0.8428 0.9414  0.118
10 H 1.7295 -2.1438 0.1521  0.140
11 H -2.5708 0.3713 -0.5919  0.083

---

DFT (the ωB97M-V functional and the def2-TZVPD basis) results for an isolated ion of composition C5H4NO3 and charge -1.

Computed properties:
* lowest unoccupied orbital energy: 3.932 eV
* orbital gap: 6.26 eV
* charge: -1
* largest force on an atom: 0.0799 Eh/bohr

Each line ends with the Löwdin charge.
Cartesian coordinates (Å):
1 O 2.1044 -2.4086 0.2410  0.027
2 O 0.6491 1.6278 1.8923  -0.035
3 O 0.4442 -1.0360 -0.4569  0.092
4 N 1.6102 -0.4278 1.3097  0.176
5 C -0.0832 0.2019 -0.0464  -0.208
6 C -1.9832 0.3543 -1.6106  -0.084
7 C 1.4405 -1.3876 0.3428  -0.582
8 C -1.2000 0.8235 -0.6209  -0.207
9 C 0.7098 0.6376 1.1667  -0.447
10 H -2.8234 0.9181 -1.9816  0.002
11 H -1.7898 -0.6066 -2.0575  0.017
12 H 2.3450 -0.4826 1.9929  0.150
13 H -1.4235 1.7859 -0.1715  0.101

---

DFT (the ωB97M-V functional and the def2-TZVPD basis) results for C4H8N2O in the gas phase.

Computed properties:
* lowest unoccupied orbital energy: 0.817 eV
* orbital gap: 9.75 eV
* largest force on an atom: 0.1208 Eh/bohr

Each line ends with the Löwdin charge.
Cartesian coordinates (Å):
1 O 0.9453 1.1233 0.3192  -0.167
2 N -1.3867 -0.7532 -0.2652  -0.094
3 N -1.4067 0.2932 0.7426  -0.039
4 C 1.0779 -1.0375 -0.8102  -0.139
5 C -0.4106 1.1833 0.8207  -0.210
6 C -0.2552 -0.3821 -1.1801  -0.279
7 C 1.3049 -0.2926 0.5347  -0.206
8 H 1.0939 -2.1038 -0.4674  0.139
9 H 1.7465 -0.5385 -1.3970  0.077
10 H -0.8452 1.7922 1.7447  0.154
11 H 0.5591 -0.5845 1.5240  0.175
12 H -2.4010 -0.6888 -0.9295  0.201
13 H 2.3736 -0.2835 0.9584  0.129
14 H -0.6570 -0.9082 -2.1927  0.144
15 H -0.1801 0.7221 -1.3262  0.116

---

DFT (the ωB97M-V functional and the def2-TZVPD basis) results for C3HCl3O in the gas phase.

Computed properties:
* lowest unoccupied orbital energy: -0.163 eV
* orbital gap: 10.37 eV
* largest force on an atom: 0.0573 Eh/bohr

Each line ends with the Löwdin charge.
Cartesian coordinates (Å):
1 Cl -2.2344 0.9982 1.4292  0.590
2 Cl -3.0239 -1.3785 -0.0257  0.573
3 Cl -1.8529 0.7704 -1.4835  0.600
4 O 0.3276 -1.3342 -0.6707  -0.010
5 C -0.3661 -0.5927 0.3756  -0.454
6 C 0.2247 -1.9527 0.4914  0.106
7 C -1.8065 -0.0749 0.0725  -1.561
8 H 0.3009 0.2296 0.9194  0.156